No. 1
ORCA calculation (the ωB97M-V functional and the def2-TZVPD basis) on a molecular structure, C29H84Cu2O31 at a distorted geometry.

Structure (XYZ):
```
146
Properties=species:S:1:pos:R:3:lowdin_charge:R:1
Cu 1.0241 2.2189 3.7816 0.64
Cu -1.1641 -2.6600 -0.7576 0.45
C -0.0263 -0.2445 0.3385 -0.89
O 0.4874 -1.0534 -0.4569 -0.02
O 0.4404 0.8713 0.4649 -0.02
O -1.1156 -0.5229 0.9089 -0.08
C -3.7452 0.1086 -1.3347 -0.11
C -2.7222 0.8322 -2.2096 -0.23
O -2.8263 2.2432 -2.1058 -0.06
O -3.4016 0.6129 0.0428 -0.12
H -3.6442 -0.9760 -1.2951 0.10
H -4.7880 0.3962 -1.4683 0.13
H -2.7119 0.4962 -3.2464 0.11
H -1.7171 0.5222 -1.9235 0.09
H -2.7094 2.5898 -1.2182 0.03
H -2.5291 0.2715 0.2521 0.02
C -5.0781 3.1267 1.3239 -0.22
C -4.9394 4.1568 0.1610 -0.21
O -6.1188 4.9476 -0.0788 -0.05
O -5.6237 3.6729 2.5123 -0.08
H -4.1706 2.5869 1.5947 0.08
H -5.8449 2.3706 1.1553 0.13
H -4.6955 3.6876 -0.7922 0.11
H -4.0293 4.7494 0.2533 0.10
H -6.3150 5.2988 0.7928 0.07
H -4.9602 4.2505 2.8968 0.07
C 0.4714 -0.7032 -3.8322 -0.18
C -0.6259 -1.5989 -4.3355 -0.20
O -1.4476 -2.0284 -3.2541 -0.07
O 1.3826 -1.3820 -2.9584 -0.09
H 0.0826 0.1492 -3.2752 0.11
H 1.1044 -0.3643 -4.6523 0.14
H -0.1712 -2.4763 -4.7956 0.11
H -1.2416 -1.0740 -5.0660 0.13
H -2.2606 -2.4153 -3.5872 0.10
H 1.0408 -1.2000 -2.0800 0.02
C 7.1006 0.5138 2.7945 -0.28
C 5.8125 0.6788 2.0359 -0.25
O 5.9751 1.4876 0.8839 -0.07
O 7.7030 1.7011 3.2046 -0.05
H 7.8500 0.0310 2.1673 0.12
H 6.8578 -0.1382 3.6335 0.12
H 5.0419 1.0710 2.6996 0.12
H 5.4921 -0.3097 1.7069 0.11
H 5.1137 1.4948 0.4603 0.01
H 7.8623 2.0606 2.3288 0.08
C 3.4303 2.4319 -0.7250 -0.15
C 2.5917 2.2366 -2.0540 -0.19
O 1.1903 2.2798 -1.8553 -0.07
O 3.2284 1.2974 0.1831 -0.08
H 2.9790 3.3279 -0.2986 0.10
H 4.4542 2.6884 -0.9970 0.12
H 2.6773 1.1945 -2.3619 0.10
H 2.9510 2.8578 -2.8744 0.13
H 0.9367 1.6214 -1.2044 0.03
H 2.2936 1.0788 0.1756 0.03
C 1.5217 -1.2484 4.1617 -0.18
C 0.0511 -1.4752 4.5403 -0.17
O -0.6045 -1.9338 3.3117 -0.07
O 1.6635 -0.0400 3.3897 -0.06
H 1.7616 -2.1621 3.6178 0.10
H 2.0846 -1.2466 5.0951 0.12
H -0.4305 -0.5866 4.9483 0.10
H -0.1327 -2.1820 5.3495 0.13
H -0.6091 -1.2383 2.6501 0.03
H 2.0216 -0.2537 2.5250 0.08
C 1.4896 -4.9047 -2.8234 -0.24
C 1.7276 -4.9158 -4.3732 -0.18
O 2.8675 -4.0595 -4.7019 -0.08
O 0.5708 -3.9655 -2.3451 -0.07
H 2.5023 -4.7715 -2.4429 0.12
H 1.1542 -5.8952 -2.5159 0.11
H 0.8051 -4.5635 -4.8347 0.10
H 1.8599 -5.9293 -4.7518 0.11
H 2.7325 -3.1902 -4.3175 0.06
H 0.9374 -3.1107 -2.5828 0.03
C 0.5874 4.4953 1.0236 -0.20
C -0.9063 4.3144 0.9975 -0.21
O -1.3487 3.2077 0.2027 -0.05
O 1.1101 3.3836 1.6854 -0.08
H 0.9006 5.3871 1.5665 0.14
H 0.9888 4.4400 0.0117 0.10
H -1.2625 5.2830 0.6468 0.11
H -1.3123 4.2711 2.0081 0.11
H -0.7696 2.4471 0.2901 0.05
H 0.9675 2.5380 1.2540 0.04
C 2.3783 -3.7329 0.8938 -0.17
C 1.0953 -4.2512 1.6722 -0.17
O 0.0181 -3.6342 0.9878 -0.08
O 2.5763 -2.3081 0.8111 -0.07
H 2.2283 -4.1177 -0.1149 0.10
H 3.2971 -4.1291 1.3262 0.12
H 1.2445 -3.9514 2.7095 0.10
H 1.0678 -5.3407 1.6502 0.13
H 0.0877 -2.7458 1.3448 0.04
H 1.8401 -1.9300 0.3246 0.03
C 4.6838 -1.2007 -1.6996 -0.21
C 5.6388 -0.1191 -2.1840 -0.25
O 5.1408 0.6317 -3.2607 -0.06
O 5.1832 -2.0443 -0.6381 -0.05
H 4.5662 -1.7623 -2.6263 0.11
H 3.6750 -0.8285 -1.5207 0.09
H 6.6216 -0.5556 -2.3623 0.12
H 5.8950 0.6598 -1.4657 0.09
H 5.6595 1.4306 -3.3803 0.09
H 4.4282 -2.1942 -0.0645 0.03
C -2.3242 1.0257 3.4223 -0.19
C -2.9922 2.2623 4.0657 -0.20
O -2.3053 2.6466 5.2590 -0.08
O -1.0423 1.3171 2.8763 -0.09
H -2.9448 0.6144 2.6261 0.11
H -2.2284 0.2959 4.2263 0.11
H -4.0014 2.1100 4.4484 0.13
H -3.0711 3.0969 3.3691 0.09
H -2.3693 2.0337 5.9952 0.09
H -0.9551 0.7166 2.1324 0.02
C -5.0374 -2.4656 1.8551 -0.23
C -3.5610 -2.7456 2.2193 -0.17
O -2.8014 -2.5949 1.0028 -0.10
O -5.2234 -1.0968 1.5916 -0.06
H -5.6425 -2.6580 2.7410 0.12
H -5.3662 -3.0793 1.0164 0.12
H -3.4334 -3.6974 2.7349 0.12
H -3.1474 -1.9513 2.8407 0.11
H -2.2022 -1.8554 1.1283 0.01
H -4.5465 -0.8401 0.9611 0.03
C -2.8646 -6.5939 0.0267 -0.24
C -2.4110 -6.1746 -1.4196 -0.18
O -2.6399 -4.7606 -1.6823 -0.08
O -1.9616 -6.1208 0.9747 -0.05
H -2.9778 -7.6772 -0.0153 0.12
H -3.8583 -6.1782 0.1940 0.12
H -2.9979 -6.8157 -2.0773 0.11
H -1.3460 -6.3547 -1.5658 0.11
H -2.9525 -4.6218 -2.5793 0.08
H -1.9334 -5.1620 1.0134 0.06
C -1.0247 6.1063 -2.5052 -0.25
C -0.7916 7.3116 -3.3502 -0.23
O 0.0110 8.2705 -2.6530 -0.08
O 0.2055 5.4631 -2.1930 -0.07
H -1.6247 5.3652 -3.0332 0.12
H -1.5753 6.3630 -1.6001 0.11
H -1.7770 7.7485 -3.5122 0.12
H -0.2365 7.1772 -4.2785 0.12
H 0.7158 7.8523 -2.1530 0.07
H 0.0296 4.6293 -1.7508 0.04
```

Computed properties:
- Frontier orbital gap: 7.76 eV
- Energy above the lowest of the compared OMol25 structures with the same formula, charge and spin: 0.0 kcal per mole
- F_max: 0.0996 Eh/bohr

No. 2
ORCA calculation (the ωB97M-V functional and the def2-TZVPD basis) on 13 unconnected molecules or ions with the total composition C29H87N21O16 at a distorted geometry.

Structure (XYZ):
```
153
Properties=species:S:1:pos:R:3:lowdin_charge:R:1
C 5.6778 -21.2282 -10.6623 -0.72
O 6.4061 -20.3924 -11.1414 0.01
N 4.6349 -20.7920 -9.9721 0.20
N 5.8007 -22.5179 -10.8920 0.20
H 3.8959 -21.3953 -9.6403 0.10
H 4.5324 -19.7916 -9.8789 0.07
H 6.6570 -22.7463 -11.3763 0.12
H 5.1207 -23.2046 -10.5982 0.12
C 7.4273 -19.4098 -4.3496 -0.76
O 7.7270 -18.2759 -4.6383 0.01
N 6.5362 -20.1301 -4.9444 0.20
N 7.9011 -19.9821 -3.2747 0.19
H 6.4025 -21.0888 -4.6562 0.10
H 6.1385 -19.8389 -5.8259 0.05
H 7.4287 -20.8556 -3.0906 0.11
H 8.5126 -19.4915 -2.6379 0.13
C 8.4991 -14.9159 -4.9673 -0.85
O 8.7784 -13.7876 -4.8474 0.07
N 8.5465 -15.7318 -3.9615 0.17
N 8.0130 -15.4609 -6.0371 0.21
H 8.9700 -15.3544 -3.1259 0.12
H 8.3292 -16.7179 -3.9858 0.05
H 7.9059 -16.4650 -6.0145 0.07
H 7.8690 -14.8777 -6.8490 0.10
C 10.2701 -20.3129 -10.0575 -0.74
O 11.2693 -19.9730 -9.4768 0.04
N 10.0170 -21.5094 -10.5523 0.16
N 9.2458 -19.5330 -10.3834 0.19
H 9.2644 -21.7467 -11.1827 0.11
H 10.7972 -22.1378 -10.4239 0.12
H 9.3954 -18.5967 -10.0355 0.07
H 8.3832 -19.9565 -10.6942 0.06
C 6.5070 -18.5505 -7.7941 -0.75
O 5.7968 -19.4342 -7.4106 0.03
N 6.2529 -17.7423 -8.7999 0.22
N 7.7340 -18.4274 -7.4048 0.20
H 5.3364 -17.8039 -9.2197 0.06
H 6.9771 -17.1253 -9.1390 0.08
H 8.4227 -17.8214 -7.8274 0.06
H 7.9232 -18.7881 -6.4806 0.06
C 2.8204 -15.1234 -7.2787 -0.81
O 2.3256 -14.1015 -6.8141 0.01
N 4.0049 -15.5108 -7.0598 0.20
N 2.1416 -15.8909 -8.1115 0.18
H 4.5707 -14.8673 -6.5251 0.13
H 4.3108 -16.4488 -7.2759 0.10
H 2.5346 -16.7221 -8.5295 0.05
H 1.2722 -15.5119 -8.4588 0.12
C 6.1362 -17.1553 -13.0146 -0.78
O 5.8006 -16.1629 -13.6112 0.04
N 7.2532 -17.8460 -13.1117 0.18
N 5.3631 -17.7907 -12.1774 0.18
H 8.0664 -17.4367 -13.5491 0.12
H 7.3722 -18.6518 -12.5145 0.07
H 4.5671 -17.2441 -11.8814 0.08
H 5.6820 -18.5842 -11.6401 0.06
C 10.3685 -16.3016 -8.9062 -0.74
O 9.2425 -16.7962 -9.0745 -0.04
N 10.6696 -15.0659 -8.6736 0.22
N 11.3444 -17.1047 -8.8145 0.20
H 9.8919 -14.4426 -8.5100 0.05
H 11.6331 -14.8380 -8.4739 0.13
H 12.2890 -16.7480 -8.7901 0.13
H 11.1284 -17.9963 -9.2370 0.07
C 2.2471 -18.4515 -10.3575 -0.83
O 3.2356 -18.1267 -9.7746 0.02
N 1.8310 -19.6472 -10.5398 0.20
N 1.4852 -17.6219 -10.9457 0.21
H 0.9429 -19.7491 -11.0101 0.13
H 2.3406 -20.4095 -10.1162 0.10
H 0.6855 -17.8239 -11.5286 0.14
H 1.8713 -16.7050 -10.7714 0.10
C 10.9582 -19.0064 -5.6866 -0.08
C 12.2578 -19.5889 -6.0837 -0.32
O 12.7680 -20.5736 -5.1940 -0.09
H 10.6164 -18.3517 -6.4882 0.06
H 10.9224 -18.3895 -4.7887 0.09
H 10.2500 -19.8350 -5.6836 0.05
H 12.9772 -18.7709 -6.1221 0.11
H 12.1825 -20.0959 -7.0456 0.10
H 13.7255 -20.5735 -5.1247 0.08
C 1.1629 -19.0580 -6.6749 -0.11
O -0.1743 -19.3234 -6.2471 -0.20
C -0.4048 -19.0899 -4.8089 -0.16
C 0.4809 -20.0020 -3.9378 -0.21
N 0.2217 -21.4416 -4.2419 -0.03
C 1.2377 -22.3073 -3.5682 -0.18
C 2.6164 -22.2565 -4.2579 -0.22
O 2.5406 -22.4425 -5.7010 -0.18
C 3.8799 -22.3882 -6.2590 -0.09
H 1.9408 -19.6783 -6.2297 0.07
H 1.4951 -18.0851 -6.3126 0.08
H 1.2739 -19.1666 -7.7538 0.07
H -1.4740 -19.2194 -4.6411 0.12
H -0.2445 -18.0307 -4.6076 0.11
H 0.3338 -19.6751 -2.9084 0.12
H 1.5351 -19.7691 -4.0876 0.09
H 0.4963 -21.5148 -5.2111 0.07
H 0.9858 -23.3666 -3.5164 0.11
H 1.4058 -21.9565 -2.5500 0.11
H 3.1427 -23.1267 -3.8656 0.11
H 3.2053 -21.4276 -3.8652 0.11
H 4.4247 -23.3301 -6.1959 0.08
H 4.5394 -21.5812 -5.9397 0.06
H 3.8439 -22.2512 -7.3398 0.06
C 2.2549 -15.0995 -12.7978 -0.13
O 3.3287 -15.2485 -11.9125 -0.25
C 3.6332 -14.1083 -11.0804 -0.17
C 4.9012 -14.3756 -10.2191 -0.15
N 6.0992 -14.1541 -11.1069 -0.04
C 7.2868 -14.3943 -10.3086 -0.19
C 7.6168 -13.1283 -9.4505 -0.21
O 8.7514 -13.3862 -8.6998 -0.27
C 9.0078 -12.3124 -7.7886 -0.07
H 1.2785 -14.8677 -12.3724 0.09
H 2.2118 -16.0644 -13.3030 0.09
H 2.5372 -14.3960 -13.5810 0.09
H 2.7753 -13.9062 -10.4392 0.11
H 3.7464 -13.2819 -11.7821 0.12
H 4.8963 -15.4119 -9.8813 0.09
H 4.8991 -13.6620 -9.3951 0.11
H 6.1266 -14.7347 -11.9329 0.07
H 8.0439 -14.4759 -11.0885 0.13
H 7.2347 -15.2239 -9.6035 0.08
H 6.8210 -12.8285 -8.7686 0.11
H 7.8444 -12.2874 -10.1057 0.13
H 9.8147 -12.7156 -7.1767 0.09
H 8.1642 -12.0001 -7.1731 0.10
H 9.3200 -11.4276 -8.3434 0.09
C 7.8828 -22.9845 -8.2297 -0.16
O 8.8318 -23.2265 -7.2387 -0.16
C 8.5872 -22.3161 -6.1057 -0.18
C 9.8260 -22.3919 -5.2582 -0.23
N 10.0821 -23.7785 -4.8912 -0.03
C 11.3380 -23.8399 -4.2054 -0.20
C 11.4170 -23.1131 -2.8074 -0.23
O 10.5394 -23.6756 -1.8654 -0.18
C 10.2690 -22.7349 -0.8106 -0.09
H 8.0120 -23.6795 -9.0594 0.08
H 8.1933 -22.0502 -8.6974 0.06
H 6.8215 -22.9273 -7.9877 0.08
H 7.7420 -22.5815 -5.4705 0.11
H 8.3997 -21.3133 -6.4897 0.10
H 9.6102 -21.7744 -4.3862 0.09
H 10.6915 -21.8669 -5.6623 0.10
H 9.4477 -23.9088 -4.1162 0.10
H 12.1294 -23.4447 -4.8422 0.11
H 11.5472 -24.8903 -4.0028 0.11
H 11.1684 -22.0679 -2.9913 0.09
H 12.4165 -22.9656 -2.3981 0.12
H 9.8350 -21.8343 -1.2449 0.07
H 11.2242 -22.4369 -0.3782 0.08
H 9.6400 -23.0616 0.0175 0.09
```

Computed properties:
- Frontier orbital gap: 8.46 eV
- F_max: 0.1227 Eh/bohr